[1]
DFT (ωB97M-V/def2-TZVPD) results for a structure of composition C30H55BrCl51N2O2 in a non-equilibrium geometry.

```
141
Properties=species:S:1:pos:R:3:lowdin_charge:R:1
O -1.001 -1.594 3.165 0.051
C -2.162 -1.434 2.718 -0.355
O -3.201 -1.123 3.668 -0.018
C -2.608 -1.489 1.187 -0.044
C -1.617 -2.297 0.236 -0.089
C -0.127 -2.693 0.416 -0.169
N 0.148 -3.376 -0.843 -0.482
Br 1.849 -4.077 -1.144 0.887
C -1.007 -3.412 -1.699 -0.532
Cl -1.074 -4.148 -3.374 0.704
N -2.144 -2.770 -1.064 0.119
H -3.759 -0.453 3.175 -0.032
H -2.696 -0.402 0.799 0.089
H -3.679 -1.923 1.090 0.148
H 0.524 -2.466 1.345 -0.004
H -3.108 -2.664 -1.441 0.085
C -1.519 0.553 6.187 -1.004
Cl -0.091 1.173 7.023 0.514
Cl -2.706 1.836 5.913 0.518
H -1.216 0.142 5.225 0.002
H -1.975 -0.227 6.795 0.036
C -5.478 1.667 0.720 -0.943
Cl -4.632 0.887 -0.624 0.544
Cl -4.778 1.204 2.277 0.547
H -5.400 2.748 0.606 0.044
H -6.525 1.368 0.700 0.043
C 4.717 -4.634 1.873 -1.022
Cl 6.027 -4.538 0.693 0.512
Cl 3.250 -3.850 1.262 0.422
H 4.499 -5.682 2.076 0.035
H 5.029 -4.137 2.791 -0.069
C 2.663 -3.616 -4.740 -1.035
Cl 2.448 -2.102 -5.625 0.548
Cl 2.243 -5.008 -5.745 0.548
H 3.704 -3.703 -4.432 0.036
H 2.018 -3.607 -3.862 -0.077
C 4.206 0.960 -6.979 -1.070
Cl 5.602 1.639 -6.134 0.513
Cl 2.988 2.200 -7.300 0.501
H 4.538 0.536 -7.925 -0.017
H 3.764 0.180 -6.361 -0.038
C 2.360 0.354 -10.660 -1.004
Cl 2.872 -0.894 -9.516 0.509
Cl 2.383 -0.252 -12.320 0.536
H 1.348 0.668 -10.412 0.032
H 3.039 1.203 -10.584 0.028
C -4.264 -5.448 -2.665 -1.032
Cl -5.075 -3.982 -2.099 0.528
Cl -5.128 -6.169 -4.025 0.549
H -3.254 -5.194 -2.982 -0.061
H -4.226 -6.166 -1.850 -0.065
C -5.189 -8.609 0.482 -1.040
Cl -6.534 -7.482 0.248 0.506
Cl -3.764 -8.119 -0.442 0.536
H -4.928 -8.633 1.545 -0.114
H -5.497 -9.602 0.155 0.038
C -6.078 3.587 5.391 -1.007
Cl -6.817 2.801 3.993 0.480
Cl -4.748 4.638 4.895 0.494
H -6.830 4.182 5.907 0.033
H -5.691 2.820 6.062 0.013
C -9.060 -4.768 0.992 -0.993
Cl -8.679 -5.243 2.651 0.473
Cl -7.585 -4.435 0.072 0.448
H -9.607 -5.575 0.507 0.033
H -9.673 -3.868 1.013 0.031
C 2.022 4.369 7.048 -1.096
Cl 0.706 5.531 6.840 0.536
Cl 3.422 4.807 6.062 0.514
H 2.317 4.353 8.097 0.017
H 1.673 3.384 6.748 -0.076
C 5.002 -5.003 6.184 -0.989
Cl 6.038 -4.765 4.771 0.570
Cl 3.435 -5.677 5.720 0.509
H 5.494 -5.689 6.872 0.033
H 4.843 -4.042 6.671 0.024
C 9.857 -5.918 1.730 -1.015
Cl 9.090 -4.397 2.204 0.478
Cl 8.974 -6.696 0.411 0.492
H 10.875 -5.713 1.402 0.029
H 9.874 -6.588 2.588 0.029
C 3.751 -5.978 -8.943 -1.025
Cl 3.536 -4.463 -9.828 0.535
Cl 3.331 -7.370 -9.947 0.519
H 4.792 -6.064 -8.636 0.033
H 3.107 -5.969 -8.064 -0.045
C -0.185 7.261 3.616 -1.033
Cl 0.826 7.510 2.188 0.500
Cl -1.782 6.645 3.170 0.489
H 0.301 6.542 4.273 -0.028
H -0.305 8.212 4.135 0.014
C 4.957 -3.017 -12.737 -1.051
Cl 6.042 -1.826 -12.011 0.494
Cl 5.720 -3.820 -14.115 0.518
H 4.702 -3.766 -11.988 -0.050
H 4.054 -2.513 -13.077 -0.007
C -2.708 10.443 2.200 -1.013
Cl -1.282 11.065 3.041 0.542
Cl -3.898 11.721 1.924 0.504
H -2.400 10.032 1.239 0.032
H -3.163 9.661 2.807 0.016
C 0.707 13.762 4.387 -1.046
Cl 1.110 13.286 6.041 0.509
Cl 2.167 14.023 3.424 0.521
H 0.115 12.972 3.926 -0.060
H 0.132 14.686 4.415 -0.013
C 2.061 -0.227 2.597 -0.950
Cl 3.827 -0.267 2.625 0.531
Cl 1.428 -0.916 1.091 0.665
H 1.680 -0.806 3.437 -0.009
H 1.729 0.808 2.680 0.045
C -6.290 -2.306 5.270 -1.000
Cl -6.509 -0.776 4.414 0.504
Cl -6.700 -3.672 4.228 0.481
H -5.248 -2.396 5.577 0.023
H -6.935 -2.319 6.148 0.032
C 3.525 -6.600 -16.130 -1.037
Cl 3.614 -8.314 -15.707 0.497
Cl 2.044 -5.863 -15.508 0.489
H 4.384 -6.085 -15.702 -0.009
H 3.540 -6.503 -17.215 0.028
C 3.206 12.076 0.174 -1.036
Cl 2.173 10.676 0.486 0.481
Cl 4.831 11.576 -0.313 0.502
H 2.765 12.670 -0.625 0.029
H 3.277 12.672 1.083 -0.018
C -3.140 -7.876 3.984 -0.967
Cl -3.344 -6.333 3.147 0.508
Cl -3.527 -9.235 2.921 0.600
H -2.106 -7.967 4.312 0.032
H -3.805 -7.902 4.847 0.036
C -3.584 15.904 2.255 -1.015
Cl -2.487 15.451 3.565 0.521
Cl -5.062 14.936 2.298 0.489
H -3.847 16.955 2.360 0.029
H -3.083 15.742 1.302 0.030
C 3.572 0.025 7.380 -0.963
Cl 2.856 1.553 7.912 0.558
Cl 2.642 -0.699 6.061 0.515
H 4.587 0.213 7.033 0.036
H 3.591 -0.668 8.220 0.034
```

The strongest force on any atom comes out at 7.635 eV Å⁻¹. Its total charge is +1. Its multiplicity is 1.


[2]
DFT (ωB97M-V/def2-TZVPD) results for a cluster of 6 separate species, C30H55ClN10 in total in a non-equilibrium geometry.

```
96
Properties=species:S:1:pos:R:3:lowdin_charge:R:1
C -16.895 2.829 -12.169 -0.051
C -16.643 1.381 -11.752 -0.136
N -16.011 1.324 -10.406 -0.042
C -16.635 1.634 -9.226 -0.001
C -15.750 1.425 -8.226 -0.008
N -14.557 1.063 -8.821 -0.084
C -14.765 0.924 -10.142 0.008
C -13.432 0.502 -8.087 -0.030
H -17.348 3.400 -11.358 0.073
H -17.618 2.951 -12.975 0.097
H -15.931 3.216 -12.499 0.078
H -16.120 0.748 -12.464 0.137
H -17.587 0.848 -11.616 0.136
H -17.683 1.884 -9.262 0.148
H -15.786 1.441 -7.152 0.123
H -14.026 0.629 -10.868 0.175
H -13.003 -0.355 -8.604 0.107
H -13.762 0.264 -7.083 0.046
H -12.617 1.228 -8.058 0.066
C -10.127 5.431 -8.535 -0.062
C -9.696 5.712 -7.106 -0.143
N -10.792 5.917 -6.154 -0.044
C -11.675 6.962 -6.178 -0.008
C -12.368 6.935 -5.003 -0.005
N -12.017 5.753 -4.394 -0.071
C -11.173 5.069 -5.178 -0.017
C -12.708 5.158 -3.253 -0.004
H -9.252 5.468 -9.175 0.098
H -10.935 6.105 -8.845 0.068
H -10.689 4.494 -8.600 0.059
H -9.084 6.608 -7.044 0.146
H -9.192 4.786 -6.828 0.123
H -11.602 7.705 -6.957 0.146
H -12.993 7.690 -4.558 0.150
H -10.722 4.099 -5.071 0.134
H -12.284 5.624 -2.359 0.116
H -12.459 4.105 -3.153 0.050
H -13.775 5.351 -3.297 0.090
C -20.402 1.468 -0.285 -0.047
C -19.614 0.994 -1.498 -0.162
N -18.173 1.072 -1.274 -0.046
C -17.403 0.053 -0.771 0.015
C -16.088 0.425 -0.887 0.006
N -16.084 1.637 -1.516 -0.082
C -17.342 1.993 -1.769 -0.020
C -14.884 2.488 -1.787 0.020
H -19.932 1.063 0.613 0.087
H -21.388 1.000 -0.227 0.094
H -20.609 2.534 -0.276 0.086
H -19.912 1.594 -2.359 0.128
H -19.797 -0.034 -1.810 0.136
H -17.825 -0.747 -0.184 0.152
H -15.271 -0.197 -0.565 0.144
H -17.629 2.880 -2.305 0.164
H -14.053 2.129 -1.189 0.104
H -15.223 3.481 -1.511 0.098
H -14.631 2.340 -2.844 0.011
C -16.104 4.158 -5.602 -0.066
C -15.573 5.449 -6.207 -0.137
N -14.884 5.333 -7.508 -0.020
C -13.874 4.473 -7.878 -0.035
C -13.655 4.661 -9.204 -0.023
N -14.419 5.754 -9.595 -0.069
C -15.158 6.116 -8.552 -0.003
C -14.260 6.479 -10.860 0.043
H -17.107 3.985 -6.000 0.087
H -16.281 4.276 -4.534 0.074
H -15.467 3.296 -5.782 0.001
H -14.835 5.978 -5.602 0.101
H -16.450 6.082 -6.330 0.135
H -13.392 3.724 -7.254 0.075
H -12.902 4.222 -9.834 0.132
H -15.835 6.956 -8.519 0.183
H -13.418 6.071 -11.411 0.105
H -14.031 7.519 -10.637 0.113
H -15.172 6.384 -11.445 0.109
C -8.528 1.448 -8.751 -0.058
C -7.618 1.008 -7.610 -0.145
N -8.297 0.081 -6.705 -0.059
C -8.128 -1.275 -6.653 0.024
C -8.950 -1.745 -5.675 0.013
N -9.529 -0.662 -5.074 -0.079
C -9.099 0.445 -5.692 -0.006
C -10.445 -0.764 -3.955 0.008
H -9.568 1.668 -8.484 0.056
H -8.625 0.744 -9.574 0.088
H -8.138 2.403 -9.110 0.081
H -7.126 1.776 -7.016 0.135
H -6.773 0.461 -8.032 0.137
H -7.466 -1.746 -7.361 0.151
H -9.072 -2.747 -5.300 0.151
H -9.492 1.441 -5.595 0.150
H -9.879 -0.934 -3.038 0.113
H -11.084 -1.627 -4.127 0.108
H -11.086 0.093 -3.763 0.052
Cl -13.058 2.015 -5.014 -0.279
```

The strongest force on any atom comes out at 2.273 eV Å⁻¹. Its total charge is +4. Its multiplicity is 1.


HOMO level? In order: -11.66, -17.82 eV.
Gap between HOMO and LUMO? In order: 0.289, 0.343 Ha.
Calculated total energy? In order: -27479.382154, -2182.612037 hartree.